# 1
Density functional theory data (ωB97M-V with the def2-TZVPD basis set) for a 11-piece molecular cluster, C51H101Cl18N5O5 overall in a non-equilibrium geometry.

HOMO energy: -8.631 eV
SMILES: CC1(C)CCCC(C)(C)N1O.CC1(C)CCCC(C)(C)N1O.CC1(C)CCCC(C)(C)N1O.CC1(C)CCCC(C)(C)N1O.CC1(C)CCCC(C)(C)N1O.ClC(Cl)Cl.ClC(Cl)Cl.ClC(Cl)Cl.ClC(Cl)Cl.ClC(Cl)Cl.ClC(Cl)Cl
maximum force: 0.08257 hartree/bohr
DFT total energy: -297608.89926 eV

Element x y z (Å)
1 C -3.929 -0.584 9.096
2 C -3.582 0.943 9.272
3 C -4.848 1.582 9.842
4 C -2.425 1.166 10.235
5 C -1.145 0.795 9.634
6 C -0.854 1.651 8.372
7 C -1.920 1.262 7.306
8 C -1.830 2.140 6.061
9 C -1.755 -0.218 6.832
10 N -3.271 1.589 7.978
11 O -4.265 1.156 7.065
12 H -2.973 -1.178 8.921
13 H -4.291 -0.885 10.107
14 H -4.637 -0.948 8.343
15 H -5.773 1.333 9.216
16 H -5.229 1.083 10.764
17 H -4.784 2.669 9.989
18 H -2.328 2.151 10.629
19 H -2.628 0.509 11.101
20 H -0.342 1.032 10.323
21 H -1.123 -0.251 9.349
22 H 0.079 1.382 7.874
23 H -0.818 2.764 8.566
24 H -2.493 3.034 6.250
25 H -2.354 1.659 5.280
26 H -0.787 2.361 5.814
27 H -2.730 -0.514 6.356
28 H -1.401 -1.085 7.444
29 H -1.028 -0.152 5.985
30 H -4.668 1.964 6.676
31 C -1.286 -4.198 -5.978
32 C -0.447 -3.136 -6.720
33 C 0.581 -3.957 -7.530
34 C -1.256 -2.288 -7.701
35 C -0.566 -1.030 -8.142
36 C -0.156 -0.291 -6.937
37 C 0.802 -1.000 -6.031
38 C 2.126 -1.218 -6.646
39 C 0.948 -0.199 -4.725
40 N 0.096 -2.213 -5.684
41 O 0.945 -3.046 -4.832
42 H -0.701 -4.657 -5.201
43 H -2.202 -3.713 -5.571
44 H -1.539 -5.070 -6.641
45 H 0.119 -4.540 -8.304
46 H 1.246 -3.354 -8.051
47 H 1.148 -4.574 -6.827
48 H -1.474 -3.058 -8.491
49 H -2.161 -2.026 -7.260
50 H 0.251 -1.269 -8.764
51 H -1.208 -0.354 -8.648
52 H -1.041 0.019 -6.413
53 H 0.270 0.670 -7.262
54 H 2.072 -1.255 -7.725
55 H 2.614 -2.143 -6.442
56 H 2.833 -0.365 -6.391
57 H 1.745 -0.539 -4.022
58 H 0.071 -0.180 -4.097
59 H 1.296 0.822 -4.921
60 H 0.368 -3.218 -4.108
61 C 4.554 -6.301 -3.436
62 C 3.211 -5.805 -2.983
63 C 2.100 -6.260 -3.927
64 C 2.920 -6.337 -1.558
65 C 3.851 -5.651 -0.519
66 C 3.697 -4.144 -0.611
67 C 3.942 -3.549 -2.026
68 C 3.374 -2.115 -1.965
69 C 5.443 -3.464 -2.419
70 N 3.060 -4.307 -2.998
71 O 3.462 -3.951 -4.295
72 H 5.302 -5.843 -2.841
73 H 4.559 -7.364 -3.254
74 H 4.751 -6.006 -4.499
75 H 1.788 -7.257 -3.643
76 H 1.237 -5.601 -3.739
77 H 2.316 -6.231 -4.947
78 H 1.911 -6.076 -1.343
79 H 3.117 -7.419 -1.365
80 H 3.567 -5.943 0.501
81 H 4.871 -5.880 -0.755
82 H 4.347 -3.678 0.178
83 H 2.683 -3.922 -0.355
84 H 2.337 -2.090 -1.598
85 H 3.207 -1.630 -2.924
86 H 3.908 -1.443 -1.315
87 H 5.910 -2.563 -2.104
88 H 5.602 -3.508 -3.478
89 H 6.053 -4.181 -1.963
90 H 2.660 -3.596 -4.671
91 C -0.274 6.073 -0.450
92 C 1.019 5.696 -1.113
93 C 2.040 5.389 0.004
94 C 0.626 4.454 -1.862
95 C 1.759 4.051 -2.764
96 C 2.244 5.178 -3.657
97 C 2.433 6.515 -2.990
98 C 3.905 6.692 -2.422
99 C 2.297 7.583 -4.085
100 N 1.366 6.736 -2.054
101 O 1.781 7.893 -1.251
102 H -0.681 5.199 0.107
103 H -0.203 6.953 0.242
104 H -1.020 6.253 -1.197
105 H 1.623 4.640 0.696
106 H 2.991 5.003 -0.436
107 H 2.391 6.290 0.583
108 H 0.467 3.683 -1.149
109 H -0.327 4.652 -2.406
110 H 2.557 3.647 -2.093
111 H 1.445 3.157 -3.344
112 H 1.413 5.320 -4.394
113 H 3.175 4.791 -4.133
114 H 4.215 7.744 -2.524
115 H 4.621 6.081 -2.959
116 H 3.924 6.481 -1.377
117 H 2.278 8.583 -3.634
118 H 1.358 7.387 -4.680
119 H 3.116 7.561 -4.906
120 H 1.048 8.512 -1.281
121 C -3.375 2.245 -1.455
122 C -2.710 1.117 -0.625
123 C -3.724 0.078 -0.273
124 C -1.562 0.592 -1.496
125 C -0.547 -0.199 -0.750
126 C -0.013 0.650 0.391
127 C -1.100 1.202 1.331
128 C -1.584 0.190 2.375
129 C -0.532 2.194 2.288
130 N -2.106 1.861 0.490
131 O -3.140 2.236 1.377
132 H -2.643 3.005 -1.623
133 H -3.644 1.882 -2.445
134 H -4.247 2.704 -0.990
135 H -3.346 -0.945 -0.044
136 H -4.281 0.479 0.584
137 H -4.505 -0.021 -0.985
138 H -1.918 -0.083 -2.309
139 H -1.051 1.375 -2.016
140 H -0.966 -1.162 -0.367
141 H 0.246 -0.554 -1.487
142 H 0.513 1.516 -0.039
143 H 0.752 0.154 0.995
144 H -0.839 0.074 3.129
145 H -1.871 -0.810 1.822
146 H -2.482 0.527 2.908
147 H -0.245 3.121 1.741
148 H 0.330 1.814 2.838
149 H -1.269 2.454 3.018
150 H -2.994 3.176 1.394
151 Cl -0.196 -4.386 -1.557
152 C -1.991 -4.476 -1.575
153 Cl -2.633 -2.972 -2.188
154 Cl -2.562 -4.898 0.027
155 H -2.266 -5.314 -2.235
156 Cl -8.780 0.834 -1.609
157 C -7.271 0.378 -0.780
158 Cl -6.732 -1.188 -1.369
159 Cl -7.556 0.398 0.977
160 H -6.489 1.055 -1.047
161 Cl 0.747 -5.684 2.583
162 C 0.874 -3.930 3.089
163 Cl -0.566 -3.169 2.703
164 Cl 2.257 -3.340 2.237
165 H 0.999 -3.875 4.145
166 Cl 4.384 0.822 7.559
167 C 2.874 0.280 6.843
168 Cl 1.969 -0.700 7.960
169 Cl 3.201 -0.578 5.359
170 H 2.277 1.214 6.663
171 Cl -3.400 -2.413 3.185
172 C -5.054 -1.712 2.843
173 Cl -5.750 -0.985 4.307
174 Cl -6.006 -2.977 1.969
175 H -4.900 -0.903 2.051
176 Cl 4.451 4.311 2.519
177 C 3.812 2.820 3.199
178 Cl 3.207 1.781 1.930
179 Cl 2.605 3.227 4.480
180 H 4.655 2.392 3.724

# 2
Density functional theory data (ωB97M-V with the def2-TZVPD basis set) for a single C10H13NO molecule in a non-equilibrium geometry.

HOMO energy: -8.634 eV
SMILES: C[C@@H]1NCCc2cc(O)ccc21
maximum force: 0.11982 hartree/bohr
energy above the lowest of the compared OMol25 structures with the same formula, charge and spin: 2.993 eV
DFT total energy: -14115.44203 eV

Element x y z (Å)
1 C -2.521 -1.932 -0.404
2 C -1.760 -0.780 0.428
3 N -2.667 0.390 -0.013
4 C -2.036 1.527 0.410
5 C -0.839 2.054 -0.269
6 C 0.194 0.831 -0.151
7 C 1.671 1.060 -0.118
8 C 2.553 0.002 -0.032
9 O 3.917 0.199 -0.070
10 C 2.010 -1.286 0.186
11 C 0.568 -1.508 0.119
12 C -0.310 -0.446 -0.063
13 H -3.658 -1.646 -0.530
14 H -2.487 -3.025 0.048
15 H -2.343 -1.913 -1.458
16 H -1.937 -0.794 1.516
17 H -2.373 0.435 -1.105
18 H -1.920 1.252 1.535
19 H -2.773 2.338 0.597
20 H -0.960 2.233 -1.392
21 H -0.584 2.955 0.269
22 H 2.060 2.062 -0.272
23 H 4.322 -0.754 0.268
24 H 2.641 -2.111 0.369
25 H 0.171 -2.483 0.165

# 3
Density functional theory data (ωB97M-V with the def2-TZVPD basis set) for a 5-piece molecular cluster, C24H25N5 overall in a non-equilibrium geometry.

HOMO energy: -8.125 eV
SMILES: c1cc[nH]c1.c1ccncc1.c1ccncc1.c1ccncc1.c1ccncc1
maximum force: 0.07797 hartree/bohr
energy above the lowest of the compared OMol25 structures with the same formula, charge and spin: 4.274 eV
DFT total energy: -32740.54618 eV

Element x y z (Å)
1 C 1.064 -1.892 -1.179
2 C -0.201 -2.372 -0.823
3 C -1.126 -1.356 -0.818
4 N -0.415 -0.235 -1.323
5 C 0.860 -0.561 -1.583
6 H 2.060 -2.311 -1.201
7 H -0.288 -3.431 -0.628
8 H -2.183 -1.321 -0.597
9 H -0.772 0.703 -1.429
10 H 1.536 0.108 -2.094
11 C -0.419 5.336 -0.019
12 C -1.205 4.897 -1.054
13 C -1.003 3.677 -1.631
14 N -0.010 2.847 -1.178
15 C 0.807 3.227 -0.220
16 C 0.628 4.467 0.357
17 H -0.522 6.243 0.558
18 H -1.866 5.542 -1.612
19 H -1.580 3.374 -2.492
20 H 1.207 2.422 0.379
21 H 1.123 4.589 1.309
22 C -5.480 1.851 -0.543
23 C -4.807 0.660 -0.392
24 C -4.753 -0.151 -1.533
25 N -5.269 0.202 -2.697
26 C -5.871 1.371 -2.777
27 C -6.040 2.240 -1.751
28 H -5.502 2.547 0.282
29 H -4.641 0.313 0.617
30 H -4.381 -1.160 -1.433
31 H -6.455 1.699 -3.625
32 H -6.698 3.089 -1.860
33 C -0.815 -3.660 2.393
34 C -0.037 -4.873 2.138
35 C 0.599 -5.606 3.202
36 N 0.398 -5.186 4.477
37 C -0.367 -4.077 4.673
38 C -0.989 -3.339 3.728
39 H -1.245 -3.056 1.608
40 H 0.208 -5.189 1.135
41 H 1.216 -6.481 3.060
42 H -0.513 -3.803 5.708
43 H -1.629 -2.495 3.935
44 C 4.930 -0.502 -0.383
45 C 5.009 0.595 0.519
46 C 6.142 1.284 0.555
47 N 7.280 0.870 -0.167
48 C 7.270 -0.169 -0.940
49 C 6.102 -0.951 -1.057
50 H 3.999 -0.951 -0.696
51 H 4.187 0.931 1.134
52 H 6.194 2.231 1.073
53 H 8.208 -0.343 -1.447
54 H 6.058 -1.845 -1.661